--- one ---
Molecular formula: C8H18O
Method: DFT, the ωB97M-V functional and the def2-TZVPD basis

The geometry in ORCA input format:
```
! RIJCOSX wB97M-V def2-TZVPD def2/J DEFGRID3
* xyz 0 1
C 1.526 0.791 0.512
C 1.538 1.464 -0.861
C 0.840 1.694 1.537
C 2.940 0.422 0.961
H 0.943 -0.134 0.428
H 2.926 -0.082 1.928
H 3.421 -0.243 0.241
H 0.519 1.696 -1.169
H 2.116 2.389 -0.826
H 1.996 0.817 -1.612
H 1.406 2.618 1.669
H 0.771 1.202 2.509
H -0.165 1.946 1.199
H 3.556 1.318 1.056
C -2.159 -0.105 0.098
C -2.167 -2.682 -0.019
C -1.768 -1.376 -0.600
C -1.308 -1.167 -1.875
O -1.950 0.981 -0.712
H -1.789 0.359 -1.770
H -1.563 -0.036 1.026
H -3.222 -0.230 0.404
H -2.286 -3.438 -0.795
H -1.394 -3.033 0.669
H -3.104 -2.623 0.537
H -1.185 -2.018 -2.532
H -0.435 -0.529 -2.001
*
```

## Properties
Orbital gap in Ha: 0.3687

--- two ---
Molecular formula: C8H18O
Method: DFT, the ωB97M-V functional and the def2-TZVPD basis

The geometry in ORCA input format:
```
! RIJCOSX wB97M-V def2-TZVPD def2/J DEFGRID3
* xyz 0 1
C -2.460 1.519 -1.711
O -1.341 0.682 -1.607
C -0.927 0.391 -0.278
C -1.885 -0.576 0.420
C 0.516 -0.145 -0.397
C 0.523 -1.436 -1.218
C 1.225 -0.328 0.959
C 2.689 -0.718 0.745
C 1.172 0.934 1.821
H -3.382 1.025 -1.381
H -2.326 2.439 -1.126
H -2.555 1.775 -2.765
H -0.912 1.339 0.285
H -1.489 -0.862 1.389
H -2.854 -0.107 0.575
H -2.025 -1.466 -0.187
H 1.062 0.617 -0.964
H -0.156 -1.326 -2.059
H 1.515 -1.640 -1.610
H 0.207 -2.283 -0.614
H 0.736 -1.143 1.504
H 3.198 0.037 0.150
H 2.775 -1.675 0.241
H 3.198 -0.797 1.704
H 0.162 1.143 2.166
H 1.802 0.810 2.699
H 1.534 1.792 1.260
*
```

## Properties
Structure (SMILES): CO[C@@H](C)[C@H](C)C(C)C
Orbital gap in Ha: 0.3941

The structure with the most favorable energy is two; the runner-up is 2.366 eV above it.

--- one ---
Molecular formula: C3H9NO2S2
Method: DFT, the ωB97M-V functional and the def2-TZVPD basis

The geometry in ORCA input format:
```
! RIJCOSX wB97M-V def2-TZVPD def2/J DEFGRID3
* xyz 0 1
S 2.487 -1.969 -0.697
S -0.982 -2.078 -0.799
C -0.509 -1.171 0.727
C -1.377 -0.041 0.991
C -1.375 1.129 0.179
N -2.191 2.164 0.645
O -0.665 1.339 -0.795
H 3.306 -2.661 -1.505
H 0.431 -0.648 0.413
H -0.325 -1.826 1.569
H -1.999 -0.045 1.877
H 0.359 -2.183 -1.151
H -1.987 3.027 0.158
H -2.309 2.301 1.639
H 1.611 1.008 -1.022
H 2.992 0.400 -1.076
O 2.533 1.253 -1.152
*
```

## Properties
Orbital gap in Ha: 0.1387

--- two ---
Molecular formula: C3H9NO2S2
Method: DFT, the ωB97M-V functional and the def2-TZVPD basis

The geometry in ORCA input format:
```
! RIJCOSX wB97M-V def2-TZVPD def2/J DEFGRID3
* xyz 0 1
N 0.642 -1.630 1.183
C 0.278 -1.368 -0.190
C 1.592 -1.072 -0.902
O 2.626 -0.716 -0.305
C 0.333 0.069 -0.778
S -1.691 0.599 0.843
S -3.066 0.755 -0.626
H 0.037 -1.079 1.789
H 1.554 -1.192 1.297
H -0.491 -1.959 -0.647
H 1.793 -1.692 -1.786
H -0.444 0.241 -1.516
H 0.698 0.997 -0.368
H -2.854 2.031 -0.974
H 3.277 0.830 0.267
H 4.661 1.392 0.327
O 3.759 1.669 0.136
*
```

## Properties
Orbital gap in Ha: 0.1963

The structure with the most favorable energy is one; the runner-up is 0.619 eV above it.

--- one ---
Molecular formula: C2H6NO
Method: DFT, the ωB97M-V functional and the def2-TZVPD basis

The geometry in ORCA input format:
```
! RIJCOSX wB97M-V def2-TZVPD def2/J DEFGRID3
* xyz -1 1
C -1.340 0.185 0.712
N -0.359 0.829 -0.168
C 0.973 0.030 -0.138
O 0.926 -1.194 -0.576
H -0.818 -0.071 1.639
H -1.958 -0.648 0.331
H -2.150 0.867 1.018
H -0.866 0.811 -1.040
H 1.197 0.143 0.987
H 1.697 0.696 -0.666
*
```

## Properties
Structure (SMILES): CNC[O-]
Orbital gap in Ha: 0.2579

--- two ---
Molecular formula: C2H6NO
Method: DFT, the ωB97M-V functional and the def2-TZVPD basis

The geometry in ORCA input format:
```
! RIJCOSX wB97M-V def2-TZVPD def2/J DEFGRID3
* xyz -1 1
C -0.203 0.595 1.056
N 0.485 0.483 -0.211
C 0.228 -0.812 -0.947
O -0.669 -0.719 -1.917
H -1.101 -0.046 1.103
H -0.500 1.631 1.238
H 0.441 0.301 1.899
H 0.128 1.207 -0.823
H -0.053 -1.505 -0.113
H 1.244 -1.134 -1.286
*
```

## Properties
Structure (SMILES): CNC[O-]
Orbital gap in Ha: 0.2502

The structure with the most favorable energy is two; the runner-up is 0.149 eV above it.